1.
Molecular formula: C5H10N3S
Method: DFT, ωB97M-V with the def2-TZVPD basis set

Structure (ORCA input):
```
! RIJCOSX wB97M-V def2-TZVPD def2/J DEFGRID3
* xyz 1 1
N -1.7922 -1.0892 -0.8566
C -2.9950 -0.7925 -1.4512
H -0.4302 -2.0852 1.4708
H 0.5638 3.2609 1.0500
C 0.2064 -1.2722 1.6550
H 1.6661 3.6829 2.3764
H -3.7136 -0.6253 -0.5714
H 0.0504 -0.4348 -1.6966
H 0.0400 3.2642 2.8151
S 1.1312 1.2786 2.1634
H -0.0105 -0.7507 2.6414
H 1.2277 -1.7382 1.9141
C -0.4382 -0.7889 -0.6892
C 0.4515 0.8911 0.6211
N 0.1756 -0.3839 0.5084
H -3.3003 -1.7426 -1.9185
N -1.0778 -2.1190 -0.6161
C 0.8177 3.1283 2.1292
H -2.9114 0.1148 -1.9740
*
```

Computed properties:
HOMO energy = -12.166 eV
Frontier orbital gap = 5.484 eV
M = 144.22 g/mol

***

2.
Molecular formula: C5H10N4
Method: DFT, ωB97M-V with the def2-TZVPD basis set

Structure (ORCA input):
```
! RIJCOSX wB97M-V def2-TZVPD def2/J DEFGRID3
* xyz 0 1
N 2.4929 0.9172 0.8627
H 2.3362 1.5480 0.0738
N 0.8639 -0.3935 -1.6281
H 2.2448 -0.6020 2.7673
H 1.2379 0.4924 -1.9608
N 1.4370 -0.6391 2.1559
H -1.8306 1.7266 0.6966
H -2.2235 0.5456 -1.2633
C -2.1782 -1.4929 -1.7537
C -0.8442 1.4462 1.0451
N -0.1444 -0.2290 -0.6950
H -3.2071 -1.5476 -2.0996
H 1.6367 -0.9139 -1.2171
H -0.4768 1.9034 1.9574
C 1.4068 0.3071 1.1795
C -0.0702 0.6323 0.3330
H 0.5594 -0.9128 2.5716
C -1.6426 -0.3744 -1.2685
H -1.5980 -2.4135 -1.7565
*
```

Computed properties:
HOMO energy = -8.539 eV
Frontier orbital gap = 9.423 eV
M = 126.16 g/mol

***

3.
Molecular formula: C5H10N4OP2
Method: DFT, ωB97M-V with the def2-TZVPD basis set

Structure (ORCA input):
```
! RIJCOSX wB97M-V def2-TZVPD def2/J DEFGRID3
* xyz 0 1
H -1.2937 2.7622 0.0271
H 1.9641 -2.6122 -2.1288
P 3.0764 -2.2921 -1.2594
C -2.1600 2.2296 0.3748
H -0.2320 1.0605 -1.3271
C 2.1261 -0.8406 -0.3405
H -2.3876 0.7681 2.0169
N -0.4393 0.9770 1.5219
C -1.8162 0.9956 1.1130
C 0.1657 0.2417 -0.6396
C -1.9813 -0.2168 0.0995
N 0.4703 0.6322 0.7139
H 2.6599 -1.8909 1.9083
H 2.8675 -0.2030 0.0295
H 3.7291 -1.2958 -2.0096
N -3.3134 2.6590 0.2925
P 1.3647 -1.6231 1.1148
H 1.2757 -2.8970 0.4944
N -1.0779 -0.6947 -0.6255
H -3.3033 3.5465 -0.2183
O 1.2087 -0.3848 -1.2591
H -2.9034 -0.9213 0.1015
*
```

Computed properties:
HOMO energy = -8.566 eV
Frontier orbital gap = 8.315 eV
M = 204.11 g/mol

***

4.
Molecular formula: C5H10N5
Method: DFT, ωB97M-V with the def2-TZVPD basis set

Structure (ORCA input):
```
! RIJCOSX wB97M-V def2-TZVPD def2/J DEFGRID3
* xyz 1 1
N 1.7120 -0.9717 0.0835
H 3.1605 0.4670 2.0767
C 3.9205 -0.4386 -0.8915
C -1.1151 -0.9086 0.6130
H -0.3206 -1.3563 1.2044
N 2.9321 -0.3433 0.0802
C 0.4088 0.3883 -0.4820
N -0.7902 0.3306 -0.0678
H -2.3758 1.4762 0.6530
N 4.7175 0.5836 0.8002
H 1.5007 -1.6204 -0.6337
H -1.6020 2.3306 -0.4613
H -1.5957 -1.7293 0.1276
H 3.7407 -0.9954 -1.8183
H -1.8133 -0.7524 1.3256
C -1.8415 1.3011 -0.3520
H -2.4191 0.8276 -1.0576
H 0.8040 1.3142 -0.9364
C 3.5309 0.2708 1.1286
N 4.9493 0.1645 -0.4120
*
```

Computed properties:
HOMO energy = -12.914 eV
Frontier orbital gap = 7.836 eV
M = 140.17 g/mol

***

5.
Molecular formula: C5H10N7
Method: DFT, ωB97M-V with the def2-TZVPD basis set

Structure (ORCA input):
```
! RIJCOSX wB97M-V def2-TZVPD def2/J DEFGRID3
* xyz 1 1
C 2.8767 0.8690 1.0446
N 1.7059 0.6723 1.6752
H 1.6680 0.9054 2.6080
N 2.7730 0.7271 -0.2574
H -2.4471 0.0787 1.8687
N 0.8394 0.1312 -1.6615
N -1.2698 -0.0203 -0.6164
N -0.9632 -1.5308 1.3035
H -0.4061 -0.2573 -3.8284
H -2.2670 0.0662 -0.7581
C -0.9326 -0.3037 0.7981
C -0.4467 -0.1717 -1.7285
H -2.1182 1.3052 0.9550
N -1.0052 -0.2759 -2.9352
H 1.4947 -0.1814 -2.3698
N -1.7423 0.5831 1.4561
H -1.3684 -1.7217 2.2592
C 1.4043 0.4094 -0.4088
H 3.7592 0.9534 1.5926
C 0.7106 0.3962 0.8000
H -0.2433 -2.2624 1.2611
H -2.0219 -0.3719 -3.0579
*
```

Computed properties:
HOMO energy = -11.931 eV
Frontier orbital gap = 8.996 eV
M = 168.18 g/mol

***

6.
Molecular formula: C5H10NO
Method: DFT, ωB97M-V with the def2-TZVPD basis set

Structure (ORCA input):
```
! RIJCOSX wB97M-V def2-TZVPD def2/J DEFGRID3
* xyz 1 1
H 1.6775 -3.3778 0.2260
O 0.5366 1.4860 1.2767
H 0.2024 -3.8976 0.7700
N 0.7098 1.5286 -0.8959
C -0.1185 -0.6756 0.1492
H -2.1911 0.7726 0.5380
H 1.6084 1.5751 -0.2630
H 0.0287 1.4687 2.0527
H 0.4119 2.4602 -0.9711
H 0.8190 1.0854 -1.8178
C 0.6337 -3.2324 0.0155
H 0.4168 -3.7193 -0.8710
C 0.2033 -1.8354 0.1217
C -0.1101 0.8902 0.1764
H -1.7783 1.6444 -1.1064
C -1.4984 1.4207 -0.0106
H -1.5517 2.4062 0.6096
*
```

Computed properties:
HOMO energy = -14.157 eV
Frontier orbital gap = 10.769 eV
M = 100.14 g/mol

***

7.
Molecular formula: C5H10NO
Method: DFT, ωB97M-V with the def2-TZVPD basis set

Structure (ORCA input):
```
! RIJCOSX wB97M-V def2-TZVPD def2/J DEFGRID3
* xyz 1 1
C 1.8561 -0.0773 -0.8525
C 0.8687 0.0581 -0.0005
H 1.7876 -0.0318 2.0688
C 0.8288 -0.3564 1.5803
H -0.4551 1.6127 -0.4481
H -2.0231 0.9796 1.2395
H -0.7089 -1.0876 -1.2474
H 2.0400 0.2473 -1.8671
C -1.1267 -0.0971 -1.4093
H -1.5484 -0.8408 0.8714
C -1.2430 0.2199 0.9196
O -0.2943 0.3064 2.0571
H 2.7718 -0.4185 -0.3937
H -2.1867 0.0925 -1.4053
H 0.7150 -1.4197 1.6295
H -0.7891 0.1788 -2.4518
N -0.4930 0.6341 -0.2906
*
```

Computed properties:
HOMO energy = -15.034 eV
Frontier orbital gap = 11.657 eV
M = 100.14 g/mol

***

8.
Molecular formula: C5H10NO2
Method: DFT, ωB97M-V with the def2-TZVPD basis set

Structure (ORCA input):
```
! RIJCOSX wB97M-V def2-TZVPD def2/J DEFGRID3
* xyz -1 1
C -0.3699 -1.7135 -2.7778
H -1.6376 1.8523 1.9485
H -0.6081 -2.7495 -2.5560
H -1.2674 -1.3838 -3.3308
O 0.4483 0.1619 -1.4415
C -1.3898 0.9110 1.4208
C 1.7955 1.5100 1.0560
H -1.2596 1.1058 0.3554
N 0.9766 1.3539 2.0685
H -0.3025 -0.0166 2.9455
H 0.4298 -1.5482 -3.4326
H -2.2344 0.2233 1.5449
C -0.2219 -0.9129 -1.4746
O -0.8074 -1.4566 -0.4985
H 2.5131 2.3234 1.1830
H 0.2597 -0.5008 1.2422
C -0.0834 0.3024 1.9450
H 1.7599 0.9929 0.1242
*
```

Computed properties:
HOMO energy = -4.238 eV
Frontier orbital gap = 8.523 eV
M = 116.14 g/mol

***

9.
Molecular formula: C5H10NO2
Method: DFT, ωB97M-V with the def2-TZVPD basis set

Structure (ORCA input):
```
! RIJCOSX wB97M-V def2-TZVPD def2/J DEFGRID3
* xyz -1 1
O 2.2464 0.3101 -0.0273
H 1.8730 -1.6851 2.3337
C -1.3322 1.9107 -0.0674
H -0.5992 2.6475 -0.4010
H -1.6838 -0.1788 -0.6383
H -1.0807 1.5830 0.9393
H -2.3555 2.2740 -0.0390
H 0.8631 1.0791 -1.7594
H -1.6848 0.9615 -1.9928
H 0.3134 -0.6047 -1.8541
C -1.2128 0.7286 -1.0274
C 1.0709 -0.0581 -0.0193
C 1.1848 -2.0501 1.5318
O 0.2546 -2.8983 1.9243
N 0.4685 -0.8120 0.9132
H -0.4522 -1.1698 0.7544
C 0.2291 0.3315 -1.2892
H 1.8975 -2.3691 0.7185
*
```

Computed properties:
HOMO energy = -2.945 eV
Frontier orbital gap = 6.621 eV
M = 116.14 g/mol

***

10.
Molecular formula: C5H10NO2
Method: DFT, ωB97M-V with the def2-TZVPD basis set

Structure (ORCA input):
```
! RIJCOSX wB97M-V def2-TZVPD def2/J DEFGRID3
* xyz -1 1
C -0.2315 0.4618 0.4311
H -0.4319 0.1342 1.4815
C 0.4768 1.8436 0.3814
H 1.6923 -0.3863 0.5746
H -1.4725 1.1173 -1.2373
H 1.6964 -1.2895 -1.6246
H 1.5185 1.7650 0.6841
O 0.7014 -2.4161 1.7453
H 0.4522 2.1921 -0.6502
C -1.5440 0.5616 -0.2911
C 0.7513 -0.6832 0.0800
H -2.2674 1.0544 0.3597
H -1.8591 -0.4696 -0.5154
C 0.2042 -1.9844 0.6757
N 0.9324 -0.6662 -1.3672
H -0.0840 2.4848 1.0873
O -0.6905 -2.5455 -0.0047
H 0.1556 -1.1738 -1.8101
*
```

Computed properties:
HOMO energy = -3.933 eV
Frontier orbital gap = 7.904 eV
M = 116.14 g/mol